{"formula": "C35H62N4O8", "method": "ωB97M-V/def2-TZVPD", "species": ["H", "N", "C", "N", "N", "C", "C", "C", "C", "N", "C", "O", "C", "C", "C", "C", "C", "C", "C", "C", "C", "O", "C", "C", "O", "C", "C", "O", "H", "H", "H", "H", "H", "H", "H", "H", "H", "H", "H", "H", "H", "H", "H", "H", "H", "H", "H", "H", "H", "C", "C", "O", "C", "C", "H", "H", "H", "H", "H", "H", "H", "H", "H", "H", "C", "C", "O", "C", "C", "H", "H", "H", "H", "H", "H", "H", "H", "H", "H", "C", "C", "O", "C", "C", "H", "H", "H", "H", "H", "H", "H", "H", "H", "H", "C", "C", "O", "C", "C", "H", "H", "H", "H", "H", "H", "H", "H", "H", "H"], "xyz": [[0.4081, 3.3871, -4.1770], [1.0042, 2.5672, -4.2804], [2.1431, 2.7725, -3.7625], [3.1071, 1.7234, -3.7051], [2.6112, 3.9531, -3.1690], [2.8169, 3.8418, -1.7022], [1.6563, 3.1785, -0.9862], [1.7534, 3.3215, 0.5483], [0.4479, 3.7316, 1.2249], [-0.5073, 2.6422, 1.3924], [-0.9392, 1.8871, 0.2564], [-1.7194, 2.2509, -0.5709], [-0.3241, 0.5310, 0.4059], [-0.1045, -0.4622, -0.5167], [0.5593, -1.5901, -0.0765], [0.9677, -1.7315, 1.2606], [1.6678, -2.9201, 1.6573], [2.2972, -3.8923, 1.9885], [0.7163, -0.7276, 2.2047], [1.0957, -0.8449, 3.6523], [-0.0873, -1.3240, 4.4808], [-0.4136, -2.6673, 4.1017], [-1.6855, -2.8623, 3.6700], [-1.7874, -3.5886, 2.3674], [-2.6379, -2.4843, 4.2907], [0.0852, 0.4028, 1.7252], [-0.2803, 1.6746, 2.4195], [-0.4537, 1.8662, 3.5882], [3.5920, 1.6404, -4.5887], [2.5944, 0.8668, -3.5390], [1.9199, 4.6795, -3.3200], [2.9245, 4.8667, -1.3457], [3.7652, 3.3359, -1.5306], [0.7277, 3.6501, -1.3224], [1.5764, 2.1185, -1.2322], [2.5026, 4.0838, 0.7762], [2.1334, 2.3901, 0.9737], [0.6746, 4.1090, 2.2221], [-0.0117, 4.5485, 0.6697], [-0.4233, -0.3394, -1.5421], [0.7884, -2.3851, -0.7717], [2.8649, -4.7419, 2.2808], [1.9171, -1.5488, 3.7722], [1.3749, 0.1369, 4.0308], [0.1314, -1.2619, 5.5453], [-0.9523, -0.6875, 4.2947], [-2.6880, -4.1944, 2.3465], [-0.9322, -4.2411, 2.2004], [-1.8354, -2.8727, 1.5456], [4.4482, 9.8007, -2.1588], [5.0632, 8.5604, -1.5320], [4.7551, 7.3597, -2.2160], [5.2213, 7.2730, -3.5513], [6.7348, 7.3442, -3.6704], [3.3793, 9.6553, -2.3204], [4.5906, 10.6608, -1.5041], [4.9030, 10.0395, -3.1213], [4.6659, 8.4248, -0.5257], [6.1479, 8.6791, -1.4312], [4.7487, 8.0366, -4.1798], [4.8739, 6.3043, -3.9118], [7.1183, 8.3360, -3.4257], [7.0408, 7.1149, -4.6913], [7.2026, 6.6287, -2.9931], [-2.4784, -5.2104, -2.1195], [-2.4041, -6.5786, -1.4628], [-2.6528, -6.5577, -0.0679], [-3.9404, -6.1114, 0.3144], [-5.0749, -6.9875, -0.1905], [-1.8610, -4.4906, -1.5784], [-2.1316, -5.2735, -3.1514], [-3.4995, -4.8246, -2.1372], [-1.3967, -6.9812, -1.5680], [-3.0779, -7.2815, -1.9657], [-4.0897, -5.0692, 0.0082], [-3.9349, -6.1224, 1.4049], [-5.1926, -6.9180, -1.2735], [-6.0167, -6.6797, 0.2645], [-4.8872, -8.0325, 0.0584], [-0.8265, 3.4894, 6.3698], [0.3220, 2.5354, 6.6439], [1.2069, 2.9689, 7.6643], [0.6310, 3.1185, 8.9479], [0.0739, 1.8285, 9.5277], [-0.4513, 4.5023, 6.2130], [-1.3656, 3.1713, 5.4805], [-1.5364, 3.5215, 7.1987], [0.9387, 2.4450, 5.7504], [-0.0605, 1.5322, 6.8671], [-0.1408, 3.8967, 8.9360], [1.4391, 3.4849, 9.5818], [-0.8118, 1.4884, 8.9890], [-0.2107, 1.9782, 10.5695], [0.8213, 1.0354, 9.4778], [-3.1953, -5.7429, -7.4530], [-3.1094, -7.0978, -6.7701], [-3.3666, -7.0555, -5.3779], [-4.6596, -6.6142, -5.0070], [-5.7859, -7.5015, -5.5101], [-2.5873, -5.0095, -6.9216], [-2.8367, -5.8183, -8.4798], [-4.2189, -5.3670, -7.4879], [-2.0961, -7.4895, -6.8595], [-3.7723, -7.8184, -7.2624], [-4.8169, -5.5761, -5.3218], [-4.6571, -6.6138, -3.9157], [-5.9000, -7.4406, -6.5935], [-6.7315, -7.1969, -5.0610], [-5.5924, -8.5436, -5.2527]], "forces_ev_per_a": [[-0.1, -0.1, 0.0], [0.0, 0.2, -0.1], [0.3, -0.2, 0.0], [-0.3, 0.0, 0.5], [-0.5, 0.1, 0.2], [0.4, 0.1, -0.5], [-0.3, 0.0, 0.6], [0.2, 0.0, -0.4], [0.2, 0.4, 0.3], [-0.7, -0.5, 0.0], [0.3, -0.2, 0.1], [0.2, 0.4, -0.4], [-0.1, 0.2, 0.3], [-0.2, 0.1, -0.2], [0.2, -0.2, 0.2], [0.0, -0.2, -0.2], [0.4, -0.5, 0.1], [-0.3, 0.5, -0.2], [0.1, 0.0, 0.2], [-0.2, -0.2, 0.0], [-0.3, 0.3, 0.2], [0.4, 0.2, -0.6], [-0.4, -0.2, 0.2], [0.2, -0.6, -0.1], [-0.1, 0.3, 0.0], [-0.4, 0.1, -0.2], [0.2, 0.0, -0.5], [0.5, 0.2, 0.3], [0.2, 0.1, 0.0], [0.1, -0.1, -0.3], [0.1, 0.1, -0.1], [0.1, 0.0, 0.0], [0.0, -0.1, 0.1], [0.0, 0.0, -0.1], [0.0, 0.0, -0.3], [0.0, 0.1, 0.1], [0.0, 0.0, 0.2], [-0.2, 0.0, 0.1], [-0.2, 0.0, 0.0], [0.0, -0.1, -0.1], [0.0, -0.1, 0.0], [0.0, -0.1, 0.0], [0.1, 0.1, 0.0], [0.1, 0.0, 0.1], [0.1, -0.2, 0.0], [0.0, 0.0, 0.1], [-0.1, 0.1, 0.0], [0.1, 0.1, 0.0], [0.0, 0.1, 0.1], [0.0, 0.0, -0.1], [0.0, 0.1, 0.1], [-0.1, -0.1, 0.1], [0.1, -0.1, -0.1], [0.0, 0.1, 0.1], [0.0, 0.0, 0.0], [0.0, 0.0, 0.0], [0.0, 0.0, 0.0], [0.0, 0.0, 0.0], [0.0, 0.0, 0.0], [0.0, 0.0, 0.0], [-0.1, 0.0, 0.1], [0.0, 0.0, 0.0], [0.0, 0.0, 0.0], [0.0, 0.0, 0.0], [-0.1, 0.0, 0.0], [0.1, 0.0, -0.1], [0.0, 0.0, 0.1], [-0.1, 0.0, 0.1], [0.1, 0.0, -0.2], [0.0, 0.0, 0.0], [0.0, 0.0, 0.0], [0.0, 0.0, 0.0], [0.0, 0.0, 0.1], [0.0, 0.0, 0.0], [0.0, 0.0, 0.0], [0.1, 0.0, 0.0], [0.0, 0.0, 0.0], [0.0, 0.0, 0.0], [0.0, 0.0, 0.0], [-0.1, 0.1, 0.2], [0.0, 0.0, -0.1], [0.1, 0.0, 0.0], [0.0, 0.0, 0.1], [-0.1, 0.0, -0.1], [0.0, 0.0, 0.0], [0.0, 0.0, 0.0], [0.0, 0.0, 0.0], [0.0, 0.0, 0.0], [0.0, 0.0, 0.0], [0.0, 0.0, 0.0], [0.0, 0.0, 0.0], [0.0, 0.0, 0.0], [0.0, 0.0, 0.0], [0.0, 0.0, 0.0], [-0.1, 0.0, 0.1], [0.1, 0.0, -0.1], [0.0, 0.0, 0.1], [-0.1, 0.0, 0.1], [0.1, 0.0, -0.1], [0.0, 0.0, 0.0], [0.0, 0.0, 0.0], [0.0, 0.0, 0.0], [0.0, 0.0, 0.1], [0.0, 0.0, 0.0], [0.0, 0.0, 0.0], [0.1, 0.0, 0.0], [0.0, 0.0, 0.0], [0.0, 0.0, 0.0], [0.0, 0.0, 0.1]], "spin_multiplicity": 1, "e_lumo_ev": -0.57, "orbital_gap_ev": 8.72}


{"formula": "C35H63BBr18N4O5", "method": "ωB97M-V/def2-TZVPD", "species": ["C", "C", "C", "C", "C", "C", "C", "C", "C", "O", "C", "C", "C", "C", "B", "O", "O", "C", "O", "N", "C", "C", "N", "N", "N", "C", "O", "H", "H", "H", "H", "H", "H", "H", "H", "H", "H", "H", "H", "H", "H", "H", "H", "H", "H", "H", "H", "H", "H", "H", "H", "H", "H", "H", "Br", "C", "C", "Br", "H", "H", "H", "H", "Br", "C", "C", "Br", "H", "H", "H", "H", "Br", "C", "C", "Br", "H", "H", "H", "H", "Br", "C", "C", "Br", "H", "H", "H", "H", "Br", "C", "C", "Br", "H", "H", "H", "H", "Br", "C", "C", "Br", "H", "H", "H", "H", "Br", "C", "C", "Br", "H", "H", "H", "H", "Br", "C", "C", "Br", "H", "H", "H", "H", "Br", "C", "C", "Br", "H", "H", "H", "H"], "xyz": [[-8.3482, 2.2333, -1.1778], [-8.7764, 0.7101, -1.2249], [-7.5356, -0.3020, -1.1291], [-6.2756, 0.1759, -1.9357], [-5.0733, -0.8949, -1.8749], [-3.7549, -0.2415, -1.3067], [-2.9747, 0.6255, -2.2495], [-3.4258, 0.8812, -3.7245], [-2.8175, 2.2047, -4.3458], [-1.4575, 1.9637, -4.9014], [-1.7065, 1.2936, -1.8130], [-1.3132, 1.0840, -0.4170], [-2.0994, 0.2537, 0.5403], [-3.3284, -0.4544, 0.1228], [-4.1329, -1.3843, 1.1560], [-3.4805, -2.0915, 2.2084], [-5.5447, -1.6075, 1.0768], [-1.3380, 0.3448, 1.9053], [-1.3106, -0.3663, 2.8755], [-0.5511, 1.5360, 1.7307], [-0.8866, 2.7515, 2.4973], [-1.0879, 4.0784, 1.6802], [0.1902, 4.6943, 1.1847], [-2.1294, 3.9942, 0.6221], [-1.6106, 5.0777, 2.6660], [-0.0670, 1.6182, 0.3914], [1.0039, 2.0100, -0.0391], [-9.0613, 2.7685, -0.4724], [-8.4800, 2.6424, -2.2187], [-7.3219, 2.4134, -0.7678], [-9.3629, 0.5188, -0.2763], [-9.4506, 0.4366, -2.0746], [-7.8077, -1.3286, -1.5107], [-7.2959, -0.3774, -0.0383], [-6.5458, 0.3640, -3.0176], [-5.8395, 1.1429, -1.5655], [-5.3676, -1.8313, -1.3275], [-4.8463, -1.1426, -2.9497], [-4.5478, 0.9545, -3.8180], [-3.0610, 0.0199, -4.3611], [-2.7024, 2.9990, -3.5792], [-3.4346, 2.6283, -5.2154], [-1.5167, 1.1468, -5.4305], [-1.0767, 1.9173, -2.4839], [-2.7023, -2.5164, 1.8078], [-5.5984, -2.5692, 0.9039], [-0.1628, 2.9926, 3.3322], [-1.8661, 2.5475, 3.0238], [0.9206, 4.0939, 1.5943], [0.2720, 4.4855, 0.1817], [-2.5620, 4.9171, 0.5023], [-1.6938, 3.8204, -0.2929], [-2.6284, 5.1296, 2.6196], [-1.2083, 5.9746, 2.3753], [2.9200, -2.2449, 0.1817], [3.5027, -0.6553, 1.1488], [4.8698, -0.2107, 0.7001], [6.2642, -1.3450, 1.4532], [3.4546, -0.8949, 2.2089], [2.7577, 0.1069, 0.9187], [5.0880, 0.7916, 1.0692], [4.9963, -0.2290, -0.3805], [7.0034, 3.9406, -0.1426], [7.6853, 2.2949, -0.9326], [7.2768, 2.1701, -2.3775], [5.4109, 1.6323, -2.5423], [7.3299, 1.4744, -0.3120], [8.7690, 2.3665, -0.8464], [7.8448, 1.3807, -2.8689], [7.3908, 3.0951, -2.9385], [10.4038, 5.3899, -3.5095], [11.3952, 4.8786, -1.9128], [12.3112, 3.7128, -2.1855], [11.3187, 2.0390, -2.2694], [10.6611, 4.6750, -1.1358], [11.9710, 5.7626, -1.6401], [13.0201, 3.5826, -1.3682], [12.8575, 3.8045, -3.1215], [-2.6038, 7.8081, -4.3993], [-1.0961, 6.6264, -4.0433], [-0.8676, 5.6676, -5.1838], [-2.1804, 4.2130, -5.1649], [-1.3016, 6.1272, -3.0980], [-0.2398, 7.2893, -3.9199], [0.1010, 5.1759, -5.0838], [-0.9280, 6.1434, -6.1614], [3.3744, -7.1513, 2.1445], [3.9589, -5.5661, 3.1144], [5.3276, -5.1252, 2.6674], [6.7199, -6.2632, 3.4207], [3.9090, -5.8066, 4.1741], [3.2159, -4.8024, 2.8845], [5.5478, -4.1240, 3.0373], [5.4536, -5.1427, 1.5872], [3.3203, -11.9678, 0.7076], [4.3480, -11.1069, 2.1224], [5.5959, -10.4607, 1.5764], [6.9739, -11.7865, 1.1998], [4.5500, -11.8665, 2.8743], [3.6794, -10.3557, 2.5421], [6.0382, -9.7941, 2.3166], [5.4272, -9.9088, 0.6547], [-11.9208, 4.2328, 0.9877], [-10.9267, 5.0778, 2.4344], [-9.6591, 5.7155, 1.9281], [-8.2849, 4.3793, 1.5826], [-10.7505, 4.3127, 3.1872], [-11.6003, 5.8325, 2.8396], [-9.2324, 6.3739, 2.6843], [-9.7979, 6.2737, 1.0050], [8.4055, -6.4362, 7.6647], [9.8066, -5.9377, 6.4069], [10.0251, -4.4467, 6.3907], [8.6216, -3.5373, 5.3933], [9.5196, -6.3390, 5.4373], [10.7004, -6.4523, 6.7587], [10.9497, -4.2004, 5.8693], [10.0459, -4.0045, 7.3842], [-5.0056, -4.2082, -2.3921], [-6.3937, -5.5162, -1.9902], [-7.7347, -4.8563, -1.8044], [-7.8615, -3.9920, -0.0628], [-6.0635, -6.0695, -1.1140], [-6.4106, -6.1843, -2.8510], [-8.5318, -5.5991, -1.8115], [-7.9465, -4.0958, -2.5532]], "forces_ev_per_a": [[-1.3, -0.2, -0.1], [0.7, -0.7, 1.2], [-0.2, 0.8, -0.3], [0.5, -0.3, 0.1], [0.4, 0.9, -0.4], [1.1, 0.8, 0.3], [1.1, 0.2, 1.8], [0.1, 0.1, -0.2], [-0.3, -3.3, 0.6], [-1.1, -2.3, 0.9], [-1.6, -2.1, 2.4], [-1.1, -1.4, -0.3], [-0.2, 0.0, -2.5], [1.6, 1.6, -1.6], [-0.7, -0.8, 1.0], [-0.6, 0.2, -2.4], [2.1, 0.0, -0.6], [-0.8, 0.2, -1.3], [-0.2, 1.0, -0.9], [1.7, 0.4, 0.4], [-0.4, 0.5, 1.2], [-0.8, 1.8, 0.2], [-0.2, -1.8, 0.1], [0.8, -0.1, -0.5], [0.5, -0.4, -0.3], [-1.9, -0.2, -1.4], [-1.6, -0.3, 1.0], [0.9, -0.5, -1.2], [0.5, 0.0, 1.1], [-0.9, -0.3, -0.6], [0.4, 0.1, -1.1], [0.7, 0.5, 0.5], [0.1, 1.0, 0.5], [0.1, -0.2, -1.1], [0.1, -0.3, 1.1], [-0.7, -0.8, -0.2], [0.4, 1.3, -0.6], [-0.2, -0.2, 1.1], [1.2, -0.2, 0.2], [-0.6, 0.7, 0.6], [-0.6, -1.7, -0.1], [-0.1, -1.5, 1.5], [0.1, 0.3, 0.4], [-0.6, -0.7, 0.5], [0.2, 0.5, 0.7], [-0.5, 0.4, 0.6], [-0.5, -0.3, -1.0], [1.0, 0.2, -0.6], [0.0, 0.7, -0.3], [0.0, 0.2, 0.5], [0.3, -0.4, 0.3], [-0.3, -0.3, 0.4], [0.3, -0.1, 0.1], [-0.3, -0.4, 0.2], [0.0, 0.0, 0.1], [-0.2, 0.1, -0.2], [0.1, 0.1, 0.2], [0.1, 0.0, -0.1], [0.1, 0.0, -0.1], [0.1, 0.0, 0.0], [-0.1, 0.0, 0.0], [-0.1, 0.0, 0.1], [0.0, -0.1, 0.0], [0.2, 0.2, 0.1], [0.0, -0.3, -0.1], [0.0, 0.1, -0.1], [0.0, 0.0, -0.1], [-0.1, 0.0, -0.1], [0.0, 0.0, 0.1], [0.0, 0.0, 0.1], [-0.1, -0.1, 0.1], [0.0, 0.2, -0.2], [0.0, -0.1, 0.2], [0.1, 0.0, -0.1], [0.1, 0.0, -0.1], [0.0, -0.1, 0.0], [-0.1, 0.0, 0.0], [-0.1, 0.1, 0.1], [0.0, -0.1, 0.1], [0.1, 0.3, -0.1], [-0.3, -0.1, -0.4], [1.7, 7.3, -2.1], [0.0, 0.0, -0.1], [0.0, -0.1, 0.0], [-0.1, 0.0, 0.0], [0.1, 0.1, 0.2], [0.0, -0.1, 0.1], [-0.2, 0.0, -0.2], [0.2, 0.1, 0.2], [-0.1, -0.1, -0.1], [0.1, 0.0, -0.1], [0.1, 0.0, 0.0], [-0.1, 0.0, 0.0], [-0.1, 0.0, 0.1], [0.0, 0.0, 0.1], [-0.2, 0.1, -0.1], [0.2, 0.0, 0.2], [0.0, 0.0, -0.1], [0.1, 0.1, -0.1], [0.1, 0.0, 0.0], [-0.1, 0.0, 0.0], [-0.1, -0.1, 0.1], [0.1, -0.1, 0.1], [-0.3, 0.1, -0.1], [0.3, 0.0, 0.2], [0.0, 0.2, 0.1], [0.1, 0.1, -0.1], [0.1, 0.0, 0.0], [-0.1, 0.0, 0.0], [-0.1, -0.1, 0.1], [0.0, 0.0, -0.1], [0.0, -0.1, 0.3], [0.0, 0.1, -0.3], [0.0, 0.1, 0.1], [0.0, 0.1, 0.0], [0.0, 0.1, 0.0], [0.0, -0.1, 0.0], [0.0, -0.1, 0.0], [0.0, -0.4, 0.1], [0.2, 0.0, -0.3], [-0.1, -0.1, 0.2], [0.0, 0.0, -0.1], [-0.1, 0.1, 0.0], [-0.1, 0.0, 0.1], [0.1, 0.0, 0.0], [0.1, -0.1, 0.0]], "spin_multiplicity": 1, "e_lumo_ev": -0.41, "orbital_gap_ev": 8.40}